Entry 1:
Density functional theory data (wB97M-V/def2-TZVPD) for a molecular structure, C29H32MnN4O4S4.

## Properties
- HOMO level (alpha / beta) (eV) = -5.54 / -7.93
- 2S+1 = 6
- electronic energy (hartree) = -4388.089955
- energy relative to the best compared isomer or geometry (same formula, charge and spin) (kcal/mol) = 29.1
- E_LUMO (alpha / beta) (hartree) = -0.037 / -0.039
- Kohn-Sham gap (alpha / beta) (eV) = 4.53 / 6.86

XYZ file:
```
74
Properties=species:S:1:pos:R:3:mulliken_charge:R:1
Mn 2.282 0.290 1.989 0.46
S -1.665 -5.595 1.662 -0.18
C -0.710 -7.019 1.611 -0.39
C 0.613 -6.733 1.715 -0.63
C 0.871 -5.346 1.836 -0.36
C -0.265 -4.577 1.827 0.60
C -0.402 -3.130 1.877 0.50
C 0.726 -2.317 1.960 -0.86
N 0.687 -0.992 1.918 0.22
C -0.540 -0.366 1.860 -0.62
C -1.746 -1.112 1.804 0.82
C -2.976 -0.362 1.772 -1.14
C -2.982 0.986 1.825 -1.13
C -1.760 1.748 1.893 1.08
C -1.705 3.124 1.951 -0.68
C -0.453 3.784 2.004 1.09
C 0.688 2.989 2.008 -1.09
N 0.678 1.661 1.933 -0.23
C -0.543 1.020 1.889 -0.07
C -0.361 5.236 2.027 0.27
C -1.381 6.150 2.094 -0.47
C -0.939 7.495 2.096 -0.52
C 0.413 7.603 2.025 -0.42
S 1.166 6.064 1.955 -0.12
C -1.662 -2.488 1.796 -0.84
H -1.190 -7.980 1.516 0.45
H 1.385 -7.489 1.700 0.40
H 1.867 -4.939 1.929 0.46
H 1.716 -2.750 2.044 0.43
H -3.906 -0.916 1.720 0.45
H -3.918 1.532 1.823 0.45
H -2.623 3.697 1.961 0.35
H 1.671 3.445 2.056 0.62
H -2.425 5.878 2.153 0.36
H -1.603 8.345 2.151 0.38
H 1.010 8.500 2.009 0.42
H -2.564 -3.086 1.738 0.47
O 3.641 -0.972 2.195 -0.44
S 4.058 0.039 3.277 1.25
O 5.406 -0.070 3.700 -0.64
O 2.992 -0.040 4.275 -0.57
O 3.721 1.311 2.473 -0.50
C -0.976 -4.105 -3.012 -1.15
C 0.106 -3.133 -3.483 -0.21
C 1.246 -2.964 -2.475 -0.79
C 0.792 -2.437 -1.113 -0.92
N 0.056 -1.184 -1.221 0.46
C 0.596 0.041 -1.176 -0.09
S 2.256 0.276 -0.844 -0.30
N -0.220 1.064 -1.462 0.16
C 0.202 2.449 -1.652 -0.93
C 0.742 2.743 -3.054 -0.53
C -0.306 2.765 -4.173 -0.60
C -0.825 1.388 -4.596 -0.98
H -1.724 -4.251 -3.792 0.40
H -1.489 -3.743 -2.119 0.22
H -0.537 -5.076 -2.776 0.28
H -0.335 -2.157 -3.703 -0.01
H 0.531 -3.505 -4.417 0.42
H 1.991 -2.273 -2.877 0.32
H 1.732 -3.929 -2.312 0.42
H 1.661 -2.261 -0.483 0.23
H 0.149 -3.164 -0.616 0.24
H -0.926 -1.264 -1.441 0.40
H -1.204 0.868 -1.554 0.38
H 0.983 2.657 -0.928 0.24
H -0.658 3.086 -1.437 0.55
H 1.521 2.011 -3.280 0.25
H 1.222 3.724 -3.003 0.42
H 0.148 3.238 -5.047 0.36
H -1.145 3.398 -3.869 0.27
H 0.010 0.713 -4.797 0.25
H -1.424 1.470 -5.503 0.44
H -1.450 0.935 -3.828 0.17
```

Entry 2:
Density functional theory data (wB97M-V/def2-TZVPD) for C6H11N in the gas phase.

## Properties
- HOMO level (eV) = -9.79
- 2S+1 = 1
- SMILES = CCC[C@@H](C)C#N
- electronic energy (hartree) = -289.906421
- energy relative to the best compared isomer or geometry (same formula, charge and spin) (kcal/mol) = 41.0
- E_LUMO (hartree) = 0.034
- Kohn-Sham gap (eV) = 10.73

XYZ file:
```
18
Properties=species:S:1:pos:R:3:mulliken_charge:R:1
C -2.360 -0.289 -0.555 -1.23
C -1.220 0.700 -0.316 -0.23
C 0.177 0.106 -0.680 -0.95
C 1.037 -0.409 0.533 0.70
C 2.542 -0.308 0.299 -1.47
C 0.512 0.343 1.678 0.14
N -0.411 0.949 2.041 -0.59
H -3.250 0.067 -0.033 0.37
H -2.622 -0.413 -1.614 0.32
H -2.122 -1.287 -0.160 0.29
H -1.354 1.621 -0.882 0.31
H -1.364 1.142 0.824 0.30
H 0.093 -0.756 -1.369 0.37
H 0.791 0.842 -1.219 0.36
H 0.782 -1.453 0.748 0.21
H 2.838 -0.966 -0.525 0.35
H 2.832 0.715 0.038 0.37
H 3.098 -0.606 1.192 0.38
```

Entry 3:
Density functional theory data (wB97M-V/def2-TZVPD) for 11 unconnected molecules or ions with the total composition C17H56N16O11.

## Properties
- HOMO level (eV) = -8.66
- 2S+1 = 1
- SMILES = NC(N)=O.NC(N)=O.NC(N)=O.NC(N)=O.NC(N)=O.NC(N)=O.NC(N)=O.NC(N)=O.CC(C)O.CC(C)O.CC(C)O
- electronic energy (hartree) = -2385.429925
- energy relative to the best compared isomer or geometry (same formula, charge and spin) (kcal/mol) = 0.0
- E_LUMO (hartree) = -0.001
- Kohn-Sham gap (eV) = 8.63

XYZ file:
```
100
Properties=species:S:1:pos:R:3:mulliken_charge:R:1
N -3.189 2.733 0.434 -0.03
C -3.510 2.786 1.742 0.45
N -2.957 1.779 2.466 -0.22
O -4.251 3.666 2.181 -0.74
H -3.537 3.489 -0.124 0.11
H -2.703 1.955 0.023 -0.04
H -3.279 1.611 3.400 0.21
H -2.372 1.146 1.939 0.40
N -3.784 -3.920 2.716 -0.49
C -2.610 -3.236 2.674 0.67
N -2.789 -1.895 2.683 -0.13
O -1.550 -3.840 2.505 -0.73
H -3.690 -4.911 2.569 0.24
H -4.702 -3.519 2.675 0.16
H -1.969 -1.320 2.538 -0.04
H -3.685 -1.553 2.972 0.24
N -4.292 -1.964 -0.543 -0.25
C -4.441 -1.539 -1.825 0.71
N -5.613 -1.822 -2.430 -0.44
O -3.580 -0.884 -2.413 -0.65
H -4.982 -2.592 -0.176 0.17
H -3.372 -1.789 -0.178 0.08
H -5.651 -1.575 -3.402 0.25
H -6.249 -2.395 -1.907 0.15
N 4.217 1.696 -2.798 -0.33
C 3.330 2.574 -2.278 0.66
N 3.045 2.282 -0.980 0.11
O 2.771 3.506 -2.869 -0.78
H 4.411 1.822 -3.777 0.20
H 4.597 0.963 -2.230 0.20
H 3.523 1.501 -0.535 0.35
H 2.256 2.734 -0.536 -0.18
N 0.917 -3.943 4.349 -0.35
C 1.185 -2.634 4.245 0.63
N 0.598 -2.040 3.213 0.48
O 1.950 -2.066 5.058 -0.81
H 1.394 -4.414 5.101 0.25
H 0.173 -4.466 3.920 0.20
H 0.742 -1.058 3.025 -0.26
H -0.026 -2.587 2.632 0.06
N 0.383 4.670 -1.336 -0.28
C 0.462 4.498 0.001 0.73
N -0.500 5.170 0.667 -0.43
O 1.198 3.665 0.547 -0.89
H -0.271 5.328 -1.712 0.16
H 0.936 4.100 -1.967 0.15
H -1.135 5.726 0.130 0.15
H -0.694 4.966 1.631 0.19
N 1.819 2.703 3.256 -0.38
C 1.599 1.363 3.354 0.30
N 2.139 0.861 4.500 -0.35
O 1.082 0.679 2.468 -0.37
H 2.085 3.189 4.089 0.18
H 1.462 3.143 2.414 0.20
H 2.798 1.463 4.953 0.19
H 2.180 -0.153 4.587 0.10
N 3.445 -0.628 1.654 0.18
C 4.589 -0.406 0.978 0.26
N 5.661 -1.065 1.505 -0.42
O 4.622 0.131 -0.136 -0.63
H 2.626 -0.401 1.111 -0.36
H 3.431 -1.252 2.440 0.19
H 5.692 -1.203 2.500 0.19
H 6.492 -0.913 0.954 0.28
C -4.561 3.015 -5.259 -1.26
C -3.256 3.073 -4.436 0.09
C -3.564 2.652 -2.969 -0.40
O -2.338 2.107 -4.887 -0.56
H -4.396 3.493 -6.226 0.35
H -5.442 3.387 -4.739 0.33
H -4.802 1.985 -5.537 0.31
H -2.824 4.067 -4.541 0.39
H -3.923 1.622 -2.973 0.08
H -4.246 3.284 -2.398 0.41
H -2.608 2.649 -2.440 -0.13
H -2.827 1.279 -4.941 0.35
C -0.103 0.539 -1.003 -0.54
C -0.828 -0.553 -0.260 1.37
C 0.005 -1.797 -0.072 -1.09
O -1.171 -0.037 1.040 0.34
H -0.833 1.329 -1.200 -0.47
H 0.269 0.106 -1.931 0.60
H 0.664 1.023 -0.400 0.07
H -1.719 -0.895 -0.794 -0.79
H 0.843 -1.739 0.624 -0.17
H 0.452 -2.205 -0.982 0.56
H -0.656 -2.593 0.283 0.13
H -0.336 0.403 1.313 0.13
C 3.123 -3.214 -1.324 -1.29
C 4.331 -4.103 -1.287 0.84
C 4.755 -4.596 -2.647 -1.44
O 5.397 -3.394 -0.681 -0.58
H 3.246 -2.579 -2.207 0.34
H 2.900 -2.681 -0.400 0.20
H 2.194 -3.715 -1.613 0.47
H 4.124 -4.964 -0.635 0.15
H 5.628 -5.249 -2.593 0.37
H 5.124 -3.792 -3.287 0.36
H 3.921 -5.150 -3.079 0.34
H 5.031 -2.672 -0.166 0.31
```

Entry 4:
Density functional theory data (wB97M-V/def2-TZVPD) for 2 unconnected molecules or ions with the total composition H5NO5PS.

## Properties
- HOMO level (eV) = -4.09
- 2S+1 = 1
- total charge = -1
- electronic energy (hartree) = -1173.602923
- energy relative to the best compared isomer or geometry (same formula, charge and spin) (kcal/mol) = 1.2
- E_LUMO (hartree) = 0.130
- Kohn-Sham gap (eV) = 7.63

XYZ file:
```
13
Properties=species:S:1:pos:R:3:mulliken_charge:R:1
N 1.103 1.311 -0.016 -0.59
O 0.511 -0.967 -0.792 -0.71
O 3.162 -1.353 0.991 -0.63
O -2.900 1.462 -0.053 -0.41
O -2.095 -0.497 -1.353 -0.51
O -1.282 -0.042 1.059 -0.36
P -2.577 -0.135 0.189 -0.02
S 0.600 -0.136 0.435 0.64
H 3.489 -0.644 0.441 0.32
H 1.063 1.942 0.853 0.21
H -2.420 1.693 -0.911 0.31
H -1.184 -0.827 -1.357 0.42
H 2.530 -1.807 0.514 0.32
```